No. 1
The following is a quantum chemistry calculation of a structure of composition C19H11BrIIrN3S5, from the OMol25 dataset.

```
41
Properties=species:S:1:pos:R:3:forces:R:3
Ir 1.2026 -2.6982 0.9374 -0.257 -0.027 0.039
I -1.3394 -2.7249 2.0728 0.211 0.071 -0.195
Br -0.1418 -3.4973 -1.1791 0.063 0.067 0.094
S 5.9583 -3.5028 1.1485 -0.002 -0.028 0.001
S 8.0047 -2.9376 3.2194 -0.072 -0.049 0.006
S 2.2158 -2.4020 2.9109 0.002 -0.035 -0.062
S 5.1403 -2.3488 3.7082 -0.008 -0.015 0.037
S 3.0742 -3.6260 0.1952 -0.047 0.041 0.024
N -3.2093 6.7502 -1.5120 -0.003 0.000 0.005
N 0.6055 1.3307 -0.1294 -0.010 -0.038 -0.007
N 1.1266 -0.7372 0.3404 0.085 -0.061 0.153
C 3.8728 -2.6778 2.5616 -0.003 -0.024 -0.039
C -2.5516 -2.3863 -2.1183 -0.033 0.011 -0.024
C -0.1896 2.4819 -0.4116 -0.052 0.071 0.001
C -1.7395 4.6932 -0.9736 0.026 -0.059 0.028
C 0.2023 3.3492 -1.4195 -0.009 -0.010 -0.042
C -0.5720 4.4620 -1.6959 -0.005 0.006 -0.001
C -3.6317 -1.7781 0.3701 -0.012 0.008 0.035
C -3.8099 -1.8089 -2.0266 0.024 -0.012 -0.008
C -4.3491 -1.5081 -0.7864 0.002 0.002 0.012
C 2.2971 -0.0252 0.1723 -0.026 -0.004 -0.025
C -2.5538 5.8393 -1.2705 -0.017 0.036 -0.019
C -1.8429 -2.6585 -0.9607 0.025 0.003 0.069
C -2.3722 -2.3559 0.2861 0.023 -0.007 -0.032
C -2.1232 3.8157 0.0377 -0.005 0.028 -0.014
C 0.1292 0.1086 0.1622 -0.028 -0.100 -0.107
C -1.3421 2.7117 0.3260 0.020 0.006 0.036
C 6.4623 -2.9541 2.7309 0.069 0.122 -0.057
C 4.2518 -3.2133 1.3713 -0.006 0.014 0.026
C 1.9803 1.2574 -0.1282 0.059 0.006 0.045
H -0.9200 -0.1285 0.1907 -0.020 -0.003 0.022
H 3.2615 -0.4877 0.2903 -0.002 0.004 0.007
H -5.3306 -1.0608 -0.7115 -0.002 -0.002 0.004
H -3.0211 4.0123 0.6065 -0.003 0.002 -0.001
H -0.2800 5.1462 -2.4800 -0.005 0.003 -0.001
H -2.1255 -2.6258 -3.0828 0.005 -0.002 0.002
H 2.6028 2.1168 -0.2999 -0.020 0.018 -0.016
H -4.0540 -1.5427 1.3380 -0.002 0.006 -0.003
H -4.3644 -1.5972 -2.9302 0.000 -0.001 -0.001
H 1.0913 3.1523 -2.0032 0.012 -0.023 0.018
H -1.6157 2.0565 1.1427 0.021 -0.025 -0.011
```
Positions in Å, forces in eV/Å.

Properties
HOMO (spin up / spin down)	-10.32 / -10.32	eV
Kohn-Sham gap (spin up / spin down)	6.03 / 6.03	eV
calculated total energy	-5861.67751	hartree
total charge	+1

Mulliken population analysis, charges in e, atoms 1 to 5: atom 1 (Ir): 1.300, atom 2 (I): 0.320, atom 3 (Br): -0.099, atom 4 (S): -0.056, atom 5 (S): -0.165


No. 2
The following is a quantum chemistry calculation of a cluster of 8 separate species, H15NO6 in total, from the OMol25 dataset.

```
22
Properties=species:S:1:pos:R:3:forces:R:3
O -1.9369 -0.4794 -0.4659 -0.171 0.036 0.211
O -0.2580 0.8285 2.5860 -0.136 -0.076 -0.637
O 0.7863 -2.1973 -0.2971 0.369 -0.054 0.158
O -0.6436 -1.9628 1.6731 0.476 -0.132 -0.069
O 0.1769 -0.8075 -2.3356 0.879 0.242 -0.012
O -1.0655 1.7505 0.4742 0.334 -0.406 -0.524
N 1.9399 0.5441 -0.3549 -1.333 -0.230 -0.049
H 0.4773 2.5318 -1.8277 -0.142 0.019 -0.158
H -1.8682 0.4094 -0.0324 0.030 0.256 -0.165
H -0.1429 2.1540 -1.9924 0.132 0.142 -0.026
H 1.0435 1.0110 -0.4512 0.117 0.599 0.084
H -0.4346 -0.1560 -1.9682 -0.454 -0.442 0.218
H 2.6176 0.7795 -1.0625 0.080 -0.146 -0.061
H -0.6213 1.2148 1.6797 0.318 -0.235 1.033
H 0.4865 -1.3534 -1.5428 -0.497 0.275 -0.422
H 0.4454 1.4183 2.8664 0.104 0.077 0.013
H -0.1539 -1.2228 2.0725 -0.368 0.269 0.304
H 0.0295 -2.3245 1.0020 -0.585 0.177 0.129
H 1.1258 -3.0925 -0.4540 0.074 0.135 -0.121
H -2.0281 -1.0753 0.2945 0.301 -0.229 -0.150
H -1.6915 2.4616 0.3304 -0.218 0.351 0.094
H 1.7159 -0.4320 -0.1939 0.690 -0.628 0.151
```
Positions in Å, forces in eV/Å.

Properties
HOMO	-10.16	eV
Kohn-Sham gap	3.76	eV
calculated total energy	-514.82650	hartree
total charge	0
relative energy (zero: lowest compared OMol25 entry of this formula, charge and spin)	1031.77	kJ/mol

Mulliken population analysis, charges in e, atoms 1 to 5: atom 1 (O): -0.599, atom 2 (O): -0.686, atom 3 (O): -0.801, atom 4 (O): -0.581, atom 5 (O): -0.534


No. 3
The following is a quantum chemistry calculation of a cluster of 2 separate species, C17H25ClFN2O2 in total, from the OMol25 dataset.

```
48
Properties=species:S:1:pos:R:3:forces:R:3
Cl 1.3898 -4.1482 4.2347 0.126 -0.230 0.246
F 0.1678 -0.4526 -0.6806 -0.074 1.278 -1.778
O -0.5828 2.7631 -0.5699 -0.923 -0.092 1.497
O -2.2678 1.9511 -1.8944 -0.326 -0.018 0.163
N -0.0774 -2.6018 2.6221 0.135 0.206 -0.302
N 0.0816 -1.1971 0.4785 -0.060 -1.829 2.592
C -4.5460 1.8947 -1.0788 0.129 -0.085 -0.434
C -3.0772 2.0457 -0.7400 -0.138 0.456 0.350
C 0.4118 -2.6463 0.1605 -0.025 0.515 -0.395
C 0.3191 -3.4858 1.4367 0.000 -0.138 0.342
C -0.0617 2.0757 -2.7397 -2.183 -0.914 0.609
C -0.1544 -3.4131 3.8846 -0.122 -0.159 0.223
C -1.4313 -1.9647 2.3134 0.106 -0.406 0.423
C 3.4245 2.3515 -3.9554 0.077 0.062 -0.054
C 0.9552 -1.4857 2.7928 -0.043 -0.108 0.160
C 2.0240 2.7393 -1.6002 -0.145 -0.090 0.171
C -0.9573 2.2919 -1.6390 2.298 -0.053 -1.920
C 4.0856 2.7572 -2.8091 0.544 0.078 0.120
C 1.3208 2.3153 -2.7470 0.848 0.215 0.210
C 2.0730 2.1208 -3.9283 -0.290 0.027 0.313
C -1.3280 -1.1188 1.0444 0.225 0.441 -0.559
C 1.0681 -0.6672 1.5072 -0.054 0.217 -0.647
C 3.3813 2.9407 -1.6314 0.292 -0.108 -0.276
H -2.0264 -1.4516 0.2739 0.276 -0.058 -0.060
H -1.5468 -0.0699 1.2459 0.260 0.091 -0.106
H 1.2684 -3.9787 1.6688 -0.174 0.345 0.058
H 1.4705 2.9067 -0.6951 -0.043 0.077 0.092
H 0.8488 0.3895 1.6703 -0.247 -0.005 -0.175
H 1.9117 -1.9354 3.0726 -0.269 -0.073 -0.229
H 5.1474 2.9365 -2.8365 0.210 0.043 -0.014
H 3.9728 2.2411 -4.8779 0.077 -0.089 -0.134
H -5.1781 1.8629 -0.1887 0.188 0.044 0.045
H -4.7138 0.9804 -1.6504 -0.028 -0.044 0.012
H -4.8808 2.7245 -1.6997 0.010 0.036 0.006
H -2.1690 -2.7648 2.2069 0.259 -0.048 -0.066
H 1.5668 1.7975 -4.8198 -0.197 -0.067 -0.269
H -0.4385 -2.7748 4.7177 0.038 0.240 -0.149
H 1.4103 -2.6859 -0.2823 -0.083 0.285 0.174
H -0.5050 1.6734 -3.6324 -0.165 -0.001 -0.335
H -0.4272 -4.2805 1.3383 -0.057 0.271 0.147
H -0.9035 -4.1933 3.7813 -0.037 0.010 -0.276
H -1.7421 -1.3674 3.1760 0.303 -0.020 -0.086
H -2.8675 3.0044 -0.2446 -0.169 -0.320 0.008
H -0.2869 -2.9930 -0.6047 -0.079 0.252 0.150
H 2.0710 -0.7174 1.0776 -0.204 -0.149 -0.179
H 0.6478 -0.8604 3.6366 -0.230 -0.176 -0.145
H -2.7544 1.2519 -0.0567 -0.115 -0.063 0.300
H 3.9060 3.2384 -0.7380 0.076 0.153 0.176
```
Positions in Å, forces in eV/Å.

Properties
HOMO	-7.12	eV
Kohn-Sham gap	2.98	eV
calculated total energy	-1482.32185	hartree
total charge	+1

Mulliken population analysis, charges in e, atoms 1 to 5: atom 1 (Cl): -0.051, atom 2 (F): -0.123, atom 3 (O): -0.753, atom 4 (O): -0.377, atom 5 (N): -0.200


No. 4
The following is a quantum chemistry calculation of a structure of composition C25H34Cl5HgN2O6P2Se, from the OMol25 dataset.

```
76
Properties=species:S:1:pos:R:3:forces:R:3
Hg 1.5666 -1.4245 0.0062 0.438 -0.346 0.858
Se 0.0868 -4.1222 -1.4317 0.051 0.152 -0.007
Cl 4.6497 -0.3177 0.9430 0.105 0.114 -0.149
Cl 5.8692 -0.3337 3.8112 0.076 0.013 0.024
Cl 0.0785 -2.3578 2.8312 -0.161 -0.059 0.024
Cl 4.1836 -1.4045 6.1994 0.022 -0.014 0.088
Cl 1.2879 -2.4536 5.7112 -0.044 0.007 0.053
P 0.2408 2.1967 -0.5032 -0.002 0.466 0.091
P -1.6855 -0.0375 -0.8518 -0.426 0.225 0.022
O -0.8235 -1.0281 -0.1880 0.123 -0.023 0.085
O 1.2170 1.1132 -0.6706 -0.036 -0.399 0.169
O 0.5768 3.3081 0.5731 -0.197 -0.004 -0.353
O -3.2362 -0.3584 -0.7353 0.282 0.120 -0.179
O -1.4041 0.0824 -2.3845 -0.070 0.024 0.125
O 0.1171 3.0479 -1.8271 -0.145 0.048 0.085
N 0.7606 -5.7028 -0.9730 -0.091 -0.383 -0.083
N 1.6855 -3.2454 -1.1422 -0.357 0.273 -0.319
C -0.7655 4.7979 -3.1926 0.003 -0.142 0.136
C 2.4256 -1.3545 2.0192 -0.092 0.405 -0.062
C -3.8596 -0.7206 0.5274 -0.291 -0.218 0.287
C 4.7060 -4.9868 0.0661 -0.011 0.196 0.010
C 2.0579 -5.5300 -0.6540 0.020 0.238 0.048
C 3.7177 -0.9150 2.2710 -0.207 -0.052 -0.002
C -2.2741 0.4138 -3.4998 -0.342 -0.012 -0.252
C 4.2749 -0.9167 3.5481 -0.094 -0.046 -0.054
C -3.5383 -2.1569 0.9023 0.156 0.125 -0.121
C 1.4525 1.8685 2.3646 0.013 0.107 -0.239
C -3.1398 1.6290 -3.2135 0.198 -0.091 0.127
C 2.5750 -4.1929 -0.7007 -0.086 -0.054 -0.096
C -3.0965 -0.8023 -3.8924 0.213 0.023 0.149
C -0.4376 3.4980 2.7732 0.068 0.045 -0.210
C 3.5179 -1.3916 4.6176 -0.023 0.029 -0.083
C 0.8344 3.2024 1.9930 0.029 -0.138 0.501
C -5.3479 -0.4966 0.3337 0.185 0.092 -0.069
C 3.8972 -3.9375 -0.3352 0.085 -0.101 0.030
C 1.6980 -1.8129 3.1098 0.086 0.029 -0.207
C -1.4567 1.6217 -0.1248 0.537 -0.523 -0.326
C 2.9133 -6.5768 -0.2589 0.133 0.032 0.028
C 1.3613 5.1306 -1.8878 -0.072 -0.247 0.051
C 2.2189 -1.8484 4.4002 0.079 -0.003 -0.064
C 4.2157 -6.2960 0.0942 -0.007 -0.146 0.049
C -0.0172 4.4920 -1.9098 0.058 0.293 -0.098
H -3.4878 -0.0438 1.3056 0.057 0.013 -0.067
H -0.2312 4.3768 -4.0445 0.008 0.026 -0.018
H -2.4460 -1.6672 -4.0201 -0.028 -0.009 -0.049
H -0.8451 5.8769 -3.3204 -0.004 0.009 -0.023
H -0.5951 4.8397 -1.0495 -0.001 -0.066 0.011
H -5.5518 0.5425 0.0740 -0.039 -0.008 0.013
H -2.5195 2.4720 -2.9091 -0.046 -0.019 -0.015
H 4.2848 -2.9279 -0.3880 0.003 0.038 0.045
H -1.7696 4.3763 -3.1680 0.003 0.069 -0.039
H 1.5515 4.0025 2.1864 0.000 -0.022 -0.100
H -3.6167 -0.6067 -4.8298 0.002 0.001 -0.012
H -3.8288 -1.0270 -3.1186 -0.044 -0.017 -0.016
H -0.9334 4.3797 2.3661 -0.014 0.009 0.050
H 5.7247 -4.7812 0.3698 0.019 -0.046 -0.050
H -0.1857 3.6915 3.8154 -0.011 -0.027 0.019
H -1.5698 0.6502 -4.2975 0.045 -0.001 0.063
H 1.9482 4.7745 -2.7352 -0.007 0.035 -0.022
H -5.8832 -0.7457 1.2487 -0.013 0.005 0.007
H -3.8800 -2.8337 0.1180 -0.034 -0.009 0.013
H 2.5311 -7.5884 -0.2324 -0.044 0.012 -0.008
H -1.5685 1.5102 0.9544 0.037 0.012 0.009
H 1.7682 1.8805 3.4076 -0.063 -0.006 0.039
H -5.7110 -1.1359 -0.4717 -0.027 -0.014 0.013
H 1.8814 4.8629 -0.9709 0.054 0.056 0.022
H 4.8710 -7.1008 0.4038 -0.015 -0.001 0.004
H -1.1301 2.6552 2.7429 0.001 0.009 0.030
H 1.2739 6.2155 -1.9426 -0.009 0.007 -0.012
H -3.6838 1.9073 -4.1153 0.005 0.001 -0.022
H -3.8631 1.4026 -2.4300 -0.044 0.041 -0.006
H 2.3213 1.6700 1.7389 0.022 -0.074 0.031
H -4.0392 -2.4123 1.8361 -0.038 0.010 -0.006
H 0.7346 1.0566 2.2208 0.048 -0.050 0.060
H -2.1888 2.3386 -0.4926 -0.023 0.014 -0.030
H -2.4663 -2.2917 1.0290 -0.006 -0.052 -0.001
```
Positions in Å, forces in eV/Å.

Properties
HOMO (spin up / spin down)	-5.24 / -7.28	eV
Kohn-Sham gap (spin up / spin down)	5.33 / 7.37	eV
expectation value of S²	0.77
calculated total energy	-7072.66278	hartree
total charge	0
2S+1	2
relative energy (zero: lowest compared OMol25 entry of this formula, charge and spin)	114.48	kJ/mol

Mulliken population analysis, charges in e, atoms 1 to 5: atom 1 (Hg): 1.220, atom 2 (Se): 0.188, atom 3 (Cl): -0.160, atom 4 (Cl): -0.203, atom 5 (Cl): -0.194


No. 5
The following is a quantum chemistry calculation of a cluster of 2 separate species, C10H14NO2 in total, from the OMol25 dataset.

```
27
Properties=species:S:1:pos:R:3:forces:R:3
O -0.0648 -2.2692 1.4538 -0.475 0.071 0.627
O 1.4226 -2.6453 -0.1958 0.238 -0.280 0.191
N 0.4764 -0.7558 -0.2461 -2.344 0.150 -0.957
C 0.8964 1.5480 -0.7494 0.016 -0.268 0.198
C 1.3076 0.6809 1.5774 -0.109 -0.161 -0.198
C -2.3231 0.7109 0.7141 -0.309 1.269 1.158
C 0.5844 -1.9772 0.4640 0.626 -0.490 -0.574
C 1.3342 0.3271 0.0774 0.469 1.023 0.414
C -2.3202 -0.4263 -1.6979 -0.248 0.404 -0.108
C -2.6020 -1.5323 -0.7090 -0.103 -0.051 0.305
C 2.7771 -0.0403 -0.3332 -0.184 -0.247 -0.021
C -2.3854 1.5694 1.5753 -0.101 -0.610 -0.592
C -2.1624 -0.2126 -0.2525 2.148 -1.307 -0.983
H 2.0146 1.4802 1.8016 0.046 0.088 -0.010
H 2.7930 -0.3009 -1.3891 0.057 -0.032 -0.080
H 3.1042 -0.9111 0.2270 0.083 -0.060 0.014
H -1.8901 -2.3411 -0.6339 0.164 -0.130 0.025
H -1.4266 -0.5002 -2.3004 0.257 -0.055 0.005
H 3.4527 0.7948 -0.1504 -0.039 0.170 0.055
H 1.5566 -0.1983 2.1671 0.048 -0.058 0.085
H -2.4287 2.2740 2.3499 -0.029 0.386 0.391
H 1.5875 2.3759 -0.5937 0.054 0.112 0.016
H 0.3032 0.9965 1.8506 -0.059 0.015 0.095
H 0.8824 1.2885 -1.8052 0.020 -0.041 -0.141
H -0.1047 1.8531 -0.4559 -0.102 0.050 0.031
H -3.6305 -1.8363 -0.5333 -0.050 0.090 -0.026
H -3.1542 0.0475 -2.2123 -0.075 -0.040 0.078
```
Positions in Å, forces in eV/Å.

Properties
HOMO (spin up / spin down)	-2.89 / -2.89	eV
Kohn-Sham gap (spin up / spin down)	5.35 / 5.35	eV
calculated total energy	-594.50782	hartree
total charge	-1
relative energy (zero: lowest compared OMol25 entry of this formula, charge and spin)	221.08	kJ/mol

Mulliken population analysis, charges in e, atoms 1 to 5: atom 1 (O): -0.661, atom 2 (O): -0.688, atom 3 (N): -0.030, atom 4 (C): -1.590, atom 5 (C): -1.424


No. 6
The following is a quantum chemistry calculation of the molecule C3H7NO3, from the OMol25 dataset.

```
14
Properties=species:S:1:pos:R:3:forces:R:3
O -1.7602 1.4380 -0.9667 0.436 -0.054 0.087
O -2.4295 -0.3754 -0.0289 1.229 0.354 -0.157
O 0.5337 0.0588 -1.6697 -0.363 -0.261 2.403
N -1.5472 0.3765 -0.4326 -0.277 -0.810 0.230
C 0.1686 -1.4086 0.3431 0.694 -1.572 -0.091
C 0.5981 0.9735 0.6852 1.145 -0.050 -0.503
C 0.0262 -0.0376 -0.2420 -0.571 0.391 -3.055
H 0.5251 1.9469 0.2331 -0.635 0.679 0.503
H 1.6515 0.7785 0.6518 0.918 -0.219 0.017
H -0.2814 -2.3037 -0.1108 -0.743 0.919 -0.243
H 1.0842 0.8470 -1.8918 -0.869 -0.607 0.955
H 1.2215 -1.7756 0.3067 -0.343 1.046 0.272
H -0.1555 -1.3338 1.3835 0.048 -0.305 -0.125
H 0.3649 0.8157 1.7390 -0.670 0.491 -0.291
```
Positions in Å, forces in eV/Å.

Properties
HOMO	-10.69	eV
Kohn-Sham gap	11.25	eV
calculated total energy	-398.86552	hartree
total charge	0
relative energy (zero: lowest compared OMol25 entry of this formula, charge and spin)	451.95	kJ/mol

Mulliken population analysis, charges in e, atoms 1 to 5: atom 1 (O): -0.565, atom 2 (O): -0.574, atom 3 (O): -0.550, atom 4 (N): 0.946, atom 5 (C): -1.335


What is the total charge in the third record?
+1


Please write out number 2 again, unchanged.
The following is a quantum chemistry calculation of a cluster of 8 separate species, H15NO6 in total, from the OMol25 dataset.

```
22
Properties=species:S:1:pos:R:3:forces:R:3
O -1.9369 -0.4794 -0.4659 -0.171 0.036 0.211
O -0.2580 0.8285 2.5860 -0.136 -0.076 -0.637
O 0.7863 -2.1973 -0.2971 0.369 -0.054 0.158
O -0.6436 -1.9628 1.6731 0.476 -0.132 -0.069
O 0.1769 -0.8075 -2.3356 0.879 0.242 -0.012
O -1.0655 1.7505 0.4742 0.334 -0.406 -0.524
N 1.9399 0.5441 -0.3549 -1.333 -0.230 -0.049
H 0.4773 2.5318 -1.8277 -0.142 0.019 -0.158
H -1.8682 0.4094 -0.0324 0.030 0.256 -0.165
H -0.1429 2.1540 -1.9924 0.132 0.142 -0.026
H 1.0435 1.0110 -0.4512 0.117 0.599 0.084
H -0.4346 -0.1560 -1.9682 -0.454 -0.442 0.218
H 2.6176 0.7795 -1.0625 0.080 -0.146 -0.061
H -0.6213 1.2148 1.6797 0.318 -0.235 1.033
H 0.4865 -1.3534 -1.5428 -0.497 0.275 -0.422
H 0.4454 1.4183 2.8664 0.104 0.077 0.013
H -0.1539 -1.2228 2.0725 -0.368 0.269 0.304
H 0.0295 -2.3245 1.0020 -0.585 0.177 0.129
H 1.1258 -3.0925 -0.4540 0.074 0.135 -0.121
H -2.0281 -1.0753 0.2945 0.301 -0.229 -0.150
H -1.6915 2.4616 0.3304 -0.218 0.351 0.094
H 1.7159 -0.4320 -0.1939 0.690 -0.628 0.151
```
Positions in Å, forces in eV/Å.

Properties
HOMO	-10.16	eV
Kohn-Sham gap	3.76	eV
calculated total energy	-514.82650	hartree
total charge	0
relative energy (zero: lowest compared OMol25 entry of this formula, charge and spin)	1031.77	kJ/mol

Mulliken population analysis, charges in e, atoms 1 to 5: atom 1 (O): -0.599, atom 2 (O): -0.686, atom 3 (O): -0.801, atom 4 (O): -0.581, atom 5 (O): -0.534